Density functional theory data (ωB97M-V/def2-TZVPD) for a molecular structure, C58H88N4O4Sb2Si2TaTe at a distorted geometry.

The value obtained for the lowest unoccupied orbital energy (alpha / beta) is -5.314 / -5.243 eV. The spin multiplicity is 2. The charge is +2. The relative energy (zero: lowest compared OMol25 entry of this formula, charge and spin) comes out at 104.5 kJ/mol. Its expectation value of S² is 0.8966. The value obtained for the HOMO energy (alpha / beta) is -0.437 / -0.428 Eh. The calculation puts the total energy at -113386.6118 eV.

```
160
Properties=species:S:1:pos:R:3:mulliken_charge:R:1
Ta 0.250 -0.911 -0.356 1.0006
C -3.006 2.466 -1.401 -0.8720
Sb -1.421 2.236 0.027 -1.1710
C 0.013 3.448 -1.007 -0.8302
C -2.141 3.896 1.293 -1.4737
C -1.291 5.124 1.317 0.9104
C -1.497 6.074 0.316 -0.6793
C -0.736 7.224 0.234 -0.8247
C 0.255 7.450 1.179 -0.8288
C 0.451 6.533 2.194 -0.6283
C -0.308 5.367 2.288 0.6337
C -0.055 4.421 3.409 -1.5447
Sb 1.185 2.783 2.738 0.2425
C 2.987 3.946 2.859 -1.5102
C 1.373 1.973 4.720 -1.3750
H -2.954 3.464 -1.832 0.6323
H -3.966 2.348 -0.905 0.7727
H -2.921 1.719 -2.186 -0.7379
H -0.512 4.255 -1.515 0.5631
H 0.566 2.849 -1.722 0.0793
H 0.695 3.888 -0.284 0.2766
H -2.314 3.492 2.288 0.4947
H -3.103 4.131 0.840 0.7991
H -2.287 5.905 -0.408 0.4598
H -0.919 7.943 -0.552 0.4456
H 0.851 8.351 1.141 0.4273
H 1.198 6.728 2.953 0.4679
H -0.972 4.005 3.821 0.6152
H 0.490 4.903 4.219 0.7692
H 3.071 4.357 3.863 0.5986
H 2.939 4.762 2.142 0.4377
H 3.864 3.336 2.648 0.3687
H 1.711 2.772 5.377 0.6541
H 2.099 1.164 4.748 0.2405
H 0.414 1.605 5.080 0.3759
O -0.535 -0.524 2.002 0.7824
C -0.025 -1.264 3.115 -1.5419
C 1.482 -1.183 3.119 0.8330
C 2.199 -1.827 4.116 -0.9690
C 3.565 -1.623 4.192 -1.1592
C 4.154 -0.757 3.286 -0.9747
C 3.358 -0.184 2.312 -1.1656
N 2.048 -0.406 2.196 1.5002
H -1.429 -0.221 2.199 -0.7271
H -0.383 -2.299 3.113 0.5706
H -0.369 -0.784 4.037 0.7111
H 1.688 -2.452 4.835 0.6112
H 4.151 -2.117 4.954 0.5066
H 5.209 -0.532 3.322 0.6427
H 3.789 0.494 1.591 0.6026
N -0.329 0.687 -2.506 -0.3155
C -0.583 1.124 -3.549 -0.3261
N -0.844 1.626 -4.715 0.0078
C -1.076 3.067 -4.882 -0.4301
C -2.559 3.299 -5.141 -0.4392
O -3.010 2.521 -6.228 -0.4467
C -2.850 1.139 -5.995 -0.5703
C -1.380 0.796 -5.801 -0.2924
H -0.489 3.399 -5.741 0.3117
H -0.739 3.594 -3.990 0.2639
H -2.737 4.341 -5.405 0.4253
H -3.138 3.054 -4.240 0.2384
H -3.249 0.625 -6.869 0.4202
H -3.425 0.836 -5.108 0.3136
H -0.821 1.036 -6.708 0.3400
H -1.242 -0.257 -5.561 0.1999
C -1.892 -3.562 -0.029 -0.9206
Si -2.775 -1.990 -0.585 0.1535
C -4.111 -1.548 0.747 2.8421
C -3.485 -1.031 2.038 -2.0841
C -5.130 -0.494 0.303 -2.0766
C -4.849 -2.861 1.064 -1.7870
C -3.403 -2.098 -2.402 3.2171
C -2.249 -1.879 -3.370 0.1354
C -4.483 -1.077 -2.776 -1.8796
C -3.961 -3.519 -2.599 -1.7075
H -2.536 -4.442 -0.097 0.8911
H -1.567 -3.466 1.010 0.2267
H -1.005 -3.753 -0.631 -0.6728
H -3.073 -0.031 1.871 -0.2796
H -2.716 -1.706 2.413 0.5300
H -4.255 -0.949 2.808 0.6776
H -4.651 0.409 -0.075 0.2979
H -5.743 -0.210 1.160 0.5587
H -5.806 -0.868 -0.456 0.3963
H -4.184 -3.619 1.476 0.3354
H -5.337 -3.279 0.184 0.3495
H -5.628 -2.663 1.804 0.5117
H -1.944 -0.839 -3.366 -0.7852
H -2.566 -2.153 -4.381 1.0702
H -1.387 -2.475 -3.113 -2.1771
H -4.189 -0.056 -2.532 0.1526
H -5.436 -1.281 -2.302 0.3971
H -4.649 -1.128 -3.855 0.5274
H -3.191 -4.278 -2.484 0.3264
H -4.364 -3.606 -3.610 0.5197
H -4.770 -3.749 -1.907 0.2917
C -0.192 -4.441 -3.434 -1.4690
Si 1.108 -3.171 -2.986 1.6255
C 2.591 -4.173 -2.463 -0.7512
C 1.567 -2.163 -4.493 -0.5254
O 0.582 -2.054 -1.812 1.4027
H 0.334 -5.312 -3.824 0.5369
H -0.865 -4.098 -4.215 0.4221
H -0.796 -4.780 -2.593 0.2524
H 2.710 -4.952 -3.217 0.6283
H 2.483 -4.662 -1.496 0.3198
H 3.517 -3.609 -2.445 -0.2314
H 1.388 -2.739 -5.400 0.5864
H 2.625 -1.900 -4.492 0.1166
H 0.986 -1.242 -4.557 -0.3061
C 8.092 -1.758 -5.885 -1.6539
C 7.030 -1.643 -4.833 0.3979
C 6.078 -0.631 -4.879 -0.8337
C 5.094 -0.511 -3.912 0.8393
C 4.148 0.659 -4.011 -1.7048
C 5.061 -1.448 -2.865 0.8182
Te 3.567 -0.933 -1.430 -0.7561
N 3.761 -2.276 -0.014 0.0992
C 2.716 -2.823 0.554 0.0579
O 1.475 -2.491 0.538 0.1808
C 3.009 -4.037 1.369 0.5404
C 2.002 -4.976 1.575 -0.4723
C 2.276 -6.145 2.266 -0.7633
C 3.549 -6.372 2.767 -0.7340
C 4.553 -5.433 2.569 -0.8818
C 4.288 -4.271 1.866 -0.3328
C 4.898 0.455 -0.555 0.9559
C 6.107 -0.057 -0.100 -0.6569
C 7.021 0.792 0.499 -0.8583
C 6.729 2.144 0.613 -0.9714
C 5.525 2.642 0.144 -0.5872
C 4.574 1.804 -0.436 0.9779
C 3.231 2.348 -0.826 -0.6026
C 5.987 -2.490 -2.794 1.1851
C 6.035 -3.576 -1.753 -1.9830
C 6.958 -2.550 -3.791 -0.7930
H 8.177 -0.841 -6.464 0.3745
H 7.854 -2.569 -6.575 0.3164
H 9.061 -1.981 -5.440 0.3977
H 6.113 0.095 -5.681 0.4239
H 4.230 1.120 -4.993 0.5785
H 4.404 1.424 -3.274 0.3707
H 3.100 0.372 -3.878 0.0159
H 1.014 -4.787 1.177 0.3116
H 1.501 -6.885 2.406 0.4665
H 3.761 -7.282 3.311 0.4143
H 5.546 -5.617 2.953 0.4820
H 5.063 -3.535 1.708 0.4115
H 6.327 -1.112 -0.206 0.3392
H 7.964 0.406 0.860 0.5170
H 7.441 2.812 1.075 0.4473
H 5.312 3.699 0.228 0.5025
H 3.276 3.425 -0.980 0.8818
H 2.502 2.164 -0.029 -0.2801
H 2.844 1.897 -1.742 -0.2135
H 5.399 -3.380 -0.897 -0.2399
H 7.061 -3.705 -1.412 0.5713
H 5.727 -4.523 -2.199 0.5463
H 7.686 -3.350 -3.734 0.5378
```